245
Properties=species:S:1:pos:R:3:lowdin_charge:R:1 method="wB97M-V/def2-TZVPD" spin_multiplicity=1 charge=0 energy_ev=-178294.8592 orbital_gap_ev=8.486 e_homo_ev=-8.2
C -2.55 4.50 -0.79 -0.1734
O -1.16 4.40 -1.02 -0.1725
H -3.01 5.24 -1.48 0.0748
H -3.11 3.57 -0.98 0.0632
H -2.75 4.80 0.24 0.0763
H -1.05 4.30 -2.00 0.0235
C -4.66 1.68 0.94 -0.1870
O -4.47 0.70 1.94 -0.1585
H -4.03 1.57 0.04 0.0742
H -5.64 1.55 0.54 0.0447
H -4.48 2.67 1.40 0.0854
H -3.59 0.32 1.59 0.0618
C 1.29 6.87 1.05 -0.1648
O 0.55 5.75 1.48 -0.1540
H 2.03 6.61 0.27 0.0841
H 0.65 7.71 0.74 0.0732
H 1.81 7.25 1.96 0.0785
H -0.05 5.48 0.75 0.0543
C -0.14 -1.72 -5.60 -0.1473
O 0.55 -0.68 -6.25 -0.1240
H -0.99 -2.12 -6.16 0.0873
H 0.55 -2.50 -5.37 0.0636
H -0.48 -1.32 -4.67 0.0607
H 0.50 -0.82 -7.20 0.0688
C 2.32 -1.23 6.71 -0.1156
O 1.76 -2.61 6.84 -0.1444
H 3.23 -1.18 6.14 0.0640
H 1.61 -0.56 6.23 0.0383
H 2.45 -0.84 7.71 0.0614
H 2.18 -3.11 6.12 0.0684
C 5.15 1.64 3.62 -0.1465
O 4.51 2.63 4.41 -0.1708
H 4.90 1.76 2.58 0.0306
H 6.19 1.61 3.80 0.0641
H 4.74 0.70 4.02 0.0803
H 3.81 2.28 5.06 0.0702
C -3.74 -2.00 4.55 -0.1673
O -3.16 -2.51 3.40 -0.1522
H -3.19 -2.13 5.45 0.0591
H -3.94 -0.91 4.42 0.0891
H -4.69 -2.54 4.63 0.0795
H -2.53 -1.89 2.99 0.0281
O -3.97 -1.04 -3.00 -0.2990
P -5.45 -1.00 -2.76 0.4955
N -5.78 -1.22 -1.14 -0.2800
C -4.78 -1.99 -0.38 -0.0992
C -6.90 -0.75 -0.37 -0.1133
N -6.25 -2.16 -3.56 -0.3294
C -6.17 -2.24 -5.00 -0.1243
C -6.63 -3.43 -2.96 -0.0895
N -6.26 0.32 -3.35 -0.2893
C -7.66 0.41 -3.73 -0.0984
C -5.63 1.61 -3.57 -0.1214
H -5.16 -2.97 -0.16 0.0650
H -4.49 -1.54 0.57 0.0760
H -3.84 -2.16 -0.95 0.0621
H -6.53 -0.35 0.58 0.0606
H -7.64 -1.53 0.03 0.1046
H -7.45 0.09 -0.79 0.0682
H -7.12 -2.58 -5.39 0.0733
H -5.95 -1.27 -5.47 0.0859
H -5.36 -2.93 -5.37 0.0989
H -6.50 -3.33 -1.91 0.0501
H -7.70 -3.57 -3.22 0.0907
H -6.10 -4.32 -3.32 0.0827
H -8.28 0.75 -2.90 0.0728
H -7.74 0.99 -4.61 0.0648
H -8.02 -0.64 -3.96 0.0936
H -5.88 2.34 -2.78 0.0915
H -5.99 2.01 -4.50 0.0554
H -4.55 1.65 -3.63 0.0703
O -0.77 -7.09 0.17 -0.2921
P -1.87 -6.24 -0.37 0.4994
N -1.36 -5.21 -1.58 -0.2844
C -2.45 -4.52 -2.34 -0.0900
C -0.10 -5.46 -2.31 -0.1075
N -2.62 -5.18 0.63 -0.2977
C -2.05 -3.90 0.98 -0.1089
C -3.26 -5.85 1.77 -0.0776
N -3.08 -7.22 -0.99 -0.3239
C -2.80 -8.56 -1.41 -0.1180
C -4.44 -6.75 -1.27 -0.1416
H -3.29 -4.41 -1.66 0.0386
H -2.76 -5.09 -3.18 0.0639
H -2.21 -3.45 -2.55 0.0848
H 0.49 -6.07 -1.66 0.0466
H 0.38 -4.45 -2.57 0.0894
H -0.11 -5.87 -3.31 0.0627
H -1.30 -3.93 1.77 0.0927
H -1.59 -3.38 0.16 0.0614
H -2.84 -3.22 1.32 0.0573
H -3.94 -5.10 2.16 0.0863
H -3.80 -6.69 1.33 0.0669
H -2.55 -6.26 2.48 0.0860
H -2.69 -8.62 -2.53 0.0868
H -1.92 -8.86 -0.82 0.0711
H -3.71 -9.22 -1.17 0.0947
H -4.68 -6.63 -2.35 0.0800
H -4.65 -5.89 -0.58 0.0754
H -5.19 -7.52 -0.92 0.0877
O 1.88 1.93 5.72 -0.2943
P 1.11 3.05 6.34 0.5699
N -0.47 3.06 5.87 -0.2915
C -1.27 4.21 5.38 -0.1064
C -1.14 1.76 5.73 -0.0846
N 1.64 4.64 5.97 -0.2890
C 2.55 5.40 6.81 -0.0967
C 1.67 4.95 4.54 -0.1187
N 1.05 3.00 8.03 -0.3117
C 0.18 3.80 8.86 -0.0984
C 2.13 2.44 8.77 -0.1249
H -0.72 5.09 5.62 0.0578
H -2.28 4.10 5.84 0.0854
H -1.52 4.32 4.29 0.0815
H -1.09 1.35 4.71 0.0647
H -2.24 1.95 5.92 0.1035
H -0.77 1.10 6.45 0.0562
H 2.33 6.45 6.67 0.0814
H 2.47 5.23 7.85 0.0509
H 3.57 5.27 6.51 0.0802
H 1.43 6.03 4.40 0.0912
H 2.60 4.73 4.00 0.0857
H 0.83 4.40 4.04 0.0584
H -0.77 3.96 8.41 0.0732
H 0.02 3.33 9.82 0.0836
H 0.69 4.72 9.13 0.0722
H 2.84 2.10 8.04 0.0690
H 1.86 1.57 9.34 0.0792
H 2.53 3.22 9.40 0.0804
O 4.10 -6.63 3.86 -0.3173
P 4.75 -6.53 2.48 0.5206
N 5.02 -8.05 1.77 -0.2939
C 5.19 -9.26 2.54 -0.1062
C 5.21 -8.25 0.37 -0.1521
N 6.20 -5.76 2.62 -0.3133
C 6.69 -5.28 3.93 -0.0945
C 7.01 -5.57 1.44 -0.1257
N 3.96 -5.83 1.27 -0.3168
C 2.66 -6.48 1.02 -0.0739
C 3.91 -4.42 1.21 -0.1448
H 6.13 -9.69 2.32 0.0578
H 4.40 -10.02 2.36 0.0945
H 5.23 -8.94 3.60 0.0858
H 6.15 -8.67 0.10 0.0703
H 5.12 -7.34 -0.18 0.0648
H 4.48 -8.93 -0.04 0.0771
H 7.72 -5.58 4.17 0.0779
H 6.67 -4.19 4.13 0.0792
H 6.03 -5.71 4.71 0.0675
H 7.77 -6.39 1.40 0.0955
H 6.49 -5.58 0.47 0.0775
H 7.56 -4.67 1.62 0.0704
H 1.98 -5.82 0.45 0.0844
H 2.79 -7.39 0.44 0.0727
H 2.13 -6.75 1.91 0.0748
H 4.94 -4.05 1.45 0.0872
H 3.31 -3.92 2.01 0.0832
H 3.52 -4.05 0.25 0.0878
O -1.63 4.03 -3.70 -0.2767
P -1.67 4.71 -5.01 0.4832
N -1.35 3.71 -6.25 -0.2872
C -1.88 3.88 -7.58 -0.1229
C -0.63 2.44 -5.95 -0.0776
N -0.58 5.97 -4.97 -0.2899
C 0.66 6.08 -4.20 -0.0903
C -0.42 6.72 -6.23 -0.1226
N -3.14 5.35 -5.42 -0.3190
C -3.58 6.73 -4.88 -0.0434
C -4.27 4.47 -5.42 -0.1532
H -2.32 4.84 -7.77 0.0661
H -2.69 3.15 -7.78 0.0964
H -1.10 3.83 -8.29 0.0655
H -0.40 2.33 -4.92 0.0426
H 0.30 2.41 -6.63 0.1091
H -1.19 1.58 -6.29 0.0686
H 0.47 5.81 -3.12 0.0844
H 1.45 5.41 -4.59 0.0873
H 0.92 7.11 -4.21 0.0664
H -1.35 6.99 -6.74 0.0667
H 0.11 7.70 -6.07 0.0957
H 0.19 6.07 -6.87 0.0794
H -2.90 7.46 -5.34 0.0581
H -4.64 6.92 -5.24 0.0964
H -3.49 6.65 -3.79 0.0774
H -4.89 4.80 -6.30 0.1040
H -4.79 4.47 -4.43 0.0886
H -4.00 3.37 -5.55 0.0887
O -1.68 -0.42 1.79 -0.2981
P -0.27 -0.02 1.34 0.5512
N -0.08 0.24 -0.28 -0.2717
C -1.15 -0.11 -1.23 -0.0801
C 1.09 0.79 -0.97 -0.0792
N 0.96 -0.99 1.77 -0.2822
C 1.16 -1.24 3.21 -0.0716
C 1.66 -1.95 0.91 -0.1019
N 0.16 1.38 2.10 -0.2773
C -0.88 2.38 2.25 -0.0791
C 1.44 1.98 2.14 -0.1247
H -2.05 -0.40 -0.74 0.0488
H -0.86 -0.91 -1.92 0.0752
H -1.29 0.78 -1.81 0.0763
H 1.56 0.02 -1.49 0.0498
H 1.81 1.31 -0.24 0.0815
H 0.73 1.52 -1.69 0.0646
H 2.25 -1.31 3.35 0.0865
H 0.74 -0.44 3.83 0.0775
H 0.67 -2.12 3.51 0.0680
H 1.50 -3.02 1.19 0.0724
H 1.41 -1.87 -0.14 0.0715
H 2.74 -1.78 1.07 0.0770
H -0.76 2.88 3.23 0.0527
H -0.73 3.16 1.52 0.0778
H -1.78 1.86 2.27 0.0478
H 1.54 2.79 1.33 0.0999
H 2.22 1.28 1.89 0.0559
H 1.77 2.53 3.01 0.0606
O 4.78 4.59 -1.72 -0.3072
P 4.69 3.22 -2.35 0.5066
N 5.56 2.97 -3.67 -0.3051
C 5.33 3.96 -4.71 -0.0950
C 6.82 2.28 -3.62 -0.0970
N 3.14 3.02 -2.92 -0.2742
C 2.59 2.19 -3.95 -0.1155
C 2.11 3.83 -2.17 -0.0960
N 5.15 2.07 -1.22 -0.3123
C 4.82 2.28 0.16 -0.1227
C 5.10 0.68 -1.58 -0.1132
H 4.42 4.54 -4.60 0.0797
H 5.38 3.51 -5.68 0.0786
H 6.12 4.69 -4.67 0.0806
H 6.78 1.39 -4.24 0.0884
H 6.99 1.94 -2.62 0.0588
H 7.64 2.92 -3.88 0.0831
H 2.12 1.29 -3.60 0.0637
H 1.95 2.76 -4.63 0.0660
H 3.42 1.88 -4.57 0.0728
H 2.34 4.88 -2.24 0.0570
H 1.13 3.62 -2.62 0.0593
H 2.12 3.49 -1.10 0.0784
H 4.03 1.57 0.40 0.0522
H 5.73 1.99 0.69 0.0858
H 4.57 3.25 0.47 0.0790
H 4.76 0.53 -2.57 0.0658
H 4.50 0.22 -0.77 0.0814
H 6.14 0.25 -1.55 0.0937